# 1
{"formula": "C6H13N", "method": "ωB97M-V with the def2-TZVPD basis set", "homo_energy_ev": -8.766, "lumo_energy_ev": 1.1, "elements": ["C", "C", "N", "C", "C", "C", "C", "H", "H", "H", "H", "H", "H", "H", "H", "H", "H", "H", "H", "H"], "positions_angstrom": [[-1.298, 1.769, 0.627], [-0.650, 0.406, 0.655], [-0.789, -0.456, -0.504], [-1.126, -1.848, -0.283], [0.547, 0.033, -0.157], [1.574, -0.918, 0.446], [1.130, 1.035, -1.142], [-2.360, 1.701, 0.890], [-0.811, 2.442, 1.344], [-1.224, 2.213, -0.370], [-0.705, -0.098, 1.626], [-0.767, -2.450, -1.125], [-0.715, -2.277, 0.645], [-2.218, -1.937, -0.247], [2.576, -0.496, 0.321], [1.420, -1.095, 1.515], [1.565, -1.892, -0.058], [0.384, 1.317, -1.888], [1.993, 0.609, -1.666], [1.474, 1.941, -0.627]], "atomic_forces_ev_per_a": [[0.0178, 0.0198, -0.0405], [-0.0241, 0.1026, 0.1672], [-0.0849, -0.0492, -0.0813], [-0.0276, -0.1566, 0.0350], [0.1925, 0.0761, 0.0101], [0.0255, -0.0340, 0.0265], [-0.0139, 0.0104, -0.0252], [0.1595, -0.0020, -0.0382], [-0.0860, -0.0990, -0.1039], [-0.0163, -0.0678, 0.1494], [0.0064, 0.0461, -0.1549], [-0.0650, 0.0884, 0.1243], [-0.0518, 0.1023, -0.1129], [0.1688, -0.0110, 0.0005], [-0.1192, -0.0647, 0.0806], [-0.0261, 0.0017, -0.1555], [0.0334, 0.1642, 0.0132], [0.0885, -0.0037, 0.1310], [-0.1551, 0.0165, 0.0322], [-0.0224, -0.1402, -0.0577]]}

# 2
{"formula": "C6H13N", "method": "ωB97M-V with the def2-TZVPD basis set", "homo_energy_ev": -9.060, "lumo_energy_ev": 1.3, "elements": ["C", "C", "C", "N", "C", "C", "C", "H", "H", "H", "H", "H", "H", "H", "H", "H", "H", "H", "H", "H"], "positions_angstrom": [[3.078, -0.257, -0.131], [1.626, -0.720, -0.037], [0.656, 0.330, -0.568], [-0.720, -0.146, -0.534], [-1.726, 0.818, -0.945], [-1.597, 0.419, 0.478], [-2.593, -0.494, 1.148], [3.263, 0.617, 0.505], [3.332, 0.024, -1.161], [3.769, -1.047, 0.179], [1.482, -1.639, -0.619], [1.369, -0.964, 1.002], [0.906, 0.555, -1.614], [0.772, 1.275, -0.003], [-2.536, 0.421, -1.556], [-1.385, 1.817, -1.225], [-1.148, 1.174, 1.129], [-3.454, 0.078, 1.512], [-2.949, -1.248, 0.439], [-2.143, -1.013, 2.001]], "atomic_forces_ev_per_a": [[0.0481, 0.0159, -0.0003], [-0.0500, -0.0235, 0.0118], [0.1217, 0.0771, -0.0496], [0.0848, -0.0652, -0.0072], [-0.1372, 0.1595, -0.1596], [-0.0741, 0.0436, 0.1940], [-0.0127, -0.0209, -0.0107], [-0.0429, -0.1195, -0.0950], [-0.0314, -0.0550, 0.1620], [-0.1069, 0.1259, -0.0384], [0.0153, 0.1339, 0.0948], [0.0274, 0.0453, -0.1411], [-0.0155, -0.0570, 0.1348], [-0.0201, -0.1236, -0.0898], [0.1243, 0.0720, 0.1335], [-0.0397, -0.1650, 0.0594], [-0.0224, -0.1362, -0.1139], [0.1212, -0.0845, -0.0474], [0.0512, 0.1137, 0.0870], [-0.0412, 0.0635, -0.1244]]}

# 3
{"formula": "C6H13N", "method": "ωB97M-V with the def2-TZVPD basis set", "homo_energy_ev": -9.103, "lumo_energy_ev": 1.0, "elements": ["C", "C", "C", "C", "C", "C", "N", "H", "H", "H", "H", "H", "H", "H", "H", "H", "H", "H", "H", "H"], "positions_angstrom": [[2.291, 1.208, -0.275], [1.189, 0.675, 0.278], [0.874, 1.054, 1.725], [0.468, -0.410, -0.414], [-1.112, -0.364, -0.467], [-1.638, -1.027, -1.692], [-1.665, -0.970, 0.758], [2.735, 0.804, -1.177], [2.727, 2.116, 0.124], [1.408, 1.984, 1.909], [-0.204, 1.120, 1.856], [1.351, 0.303, 2.347], [0.770, -0.564, -1.450], [0.676, -1.409, 0.028], [-1.225, 0.720, -0.481], [-1.477, -2.105, -1.578], [-1.339, -0.730, -2.689], [-2.733, -0.910, -1.684], [-0.946, -1.064, 1.455], [-2.287, -0.313, 1.212]], "atomic_forces_ev_per_a": [[-0.7956, 0.0587, -0.0917], [1.4748, 0.5564, 0.2492], [0.1553, 0.0220, -1.5471], [-1.2513, -2.5086, -0.3995], [2.5802, 1.2921, 0.8104], [-1.7133, -1.0562, 0.0816], [-0.3427, 0.4820, -0.0768], [-0.2498, 0.1900, -0.2029], [0.3324, -0.2634, 0.2863], [-0.3966, 0.1690, 0.2855], [0.0645, 0.1358, 0.5353], [-0.3755, -0.2275, 0.3234], [0.4273, 0.5225, -0.0027], [0.1638, 0.3492, 0.1629], [-0.9602, 0.2242, -0.1371], [0.1000, 0.0512, -0.1657], [0.6328, 0.4742, 0.0834], [0.1579, -0.1098, -0.0232], [0.4816, -0.3098, 0.0297], [-0.4857, -0.0519, -0.2010]]}

# 4
{"formula": "C6H13N", "method": "ωB97M-V with the def2-TZVPD basis set", "homo_energy_ev": -8.335, "lumo_energy_ev": 1.0, "elements": ["C", "C", "C", "C", "C", "N", "C", "H", "H", "H", "H", "H", "H", "H", "H", "H", "H", "H", "H", "H"], "positions_angstrom": [[-1.960, -0.544, -1.337], [-1.228, -0.230, -0.194], [-0.516, 1.040, -0.042], [1.051, 0.911, 0.035], [2.015, 2.198, 0.200], [-1.062, -1.201, 0.922], [-0.550, -2.554, 0.539], [-2.246, -1.535, -1.582], [-1.957, 0.119, -2.270], [-0.745, 1.683, -0.947], [-0.857, 1.485, 0.995], [1.488, 0.460, -0.863], [1.335, 0.112, 0.887], [1.758, 2.778, 1.114], [3.082, 1.973, 0.376], [1.856, 2.843, -0.735], [-0.405, -0.873, 1.662], [0.474, -2.441, -0.236], [-1.312, -3.107, 0.047], [-0.222, -3.115, 1.428]], "atomic_forces_ev_per_a": [[2.4424, 1.7342, 0.6302], [-1.0893, -3.0438, -1.1595], [0.9404, 2.3769, 1.1891], [2.0875, -1.3201, 1.6325], [-1.9764, 0.2889, -0.0568], [1.0198, 0.3072, -0.8303], [2.8321, 1.6662, -1.3450], [-0.6343, -0.8129, 0.3452], [0.0205, -0.5823, 1.8199], [-0.0663, -0.3419, 1.4136], [0.4922, -0.2194, -2.1004], [-0.6753, -0.2649, -0.0877], [-0.6253, 1.8288, -1.6547], [-0.2091, -0.1153, -0.7078], [-0.5455, -0.4095, -0.6364], [0.4950, -0.7249, 1.4556], [-0.9420, 0.2220, -1.1120], [-2.9059, -0.4935, 2.0570], [-0.4731, -0.4820, -0.5861], [-0.1874, 0.3863, -0.2664]]}

# 5
{"formula": "C6H13N", "method": "ωB97M-V with the def2-TZVPD basis set", "homo_energy_ev": -6.563, "lumo_energy_ev": -1.9, "elements": ["C", "C", "C", "C", "C", "C", "N", "H", "H", "H", "H", "H", "H", "H", "H", "H", "H", "H", "H", "H"], "positions_angstrom": [[-1.653, -0.358, 1.735], [-0.236, -0.104, 1.214], [0.165, 1.168, 0.425], [0.052, -0.160, -0.293], [-1.057, -0.274, -1.187], [2.055, -0.179, -1.663], [1.312, -0.895, -0.609], [-1.718, -0.453, 2.811], [-2.058, -1.234, 1.216], [-2.274, 0.458, 1.371], [0.582, -0.591, 1.733], [-0.355, 1.499, 2.397], [-0.619, 1.835, 0.100], [1.034, 1.734, 0.756], [-1.296, 0.450, -1.957], [-1.660, -1.177, -1.134], [1.393, 0.146, -2.464], [2.575, 0.691, -1.265], [2.805, -0.850, -2.081], [0.953, -1.705, -1.104]], "atomic_forces_ev_per_a": [[0.1875, 0.0156, -1.4402], [-1.3541, 0.0602, 1.6639], [0.0330, 0.6792, -0.2441], [0.7011, 0.5692, -1.1997], [0.1509, -0.6637, 0.0789], [0.0164, -0.0146, 0.1619], [-0.2417, 0.5124, -0.0322], [0.0303, 0.0540, 0.1250], [0.0496, -0.1913, 0.4027], [-0.1547, 0.0705, 0.3166], [-0.0269, 0.1700, 0.1276], [0.5487, -0.6966, -0.5122], [-0.2601, -0.0555, 0.5381], [0.3400, -0.5423, -0.5228], [-0.0278, 0.1303, 0.2867], [-0.0361, 0.1641, -0.0701], [-0.0457, 0.1102, -0.2256], [-0.0701, -0.0071, 0.1391], [0.0123, -0.0336, 0.0456], [0.1476, -0.3309, 0.3607]]}

# 6
{"formula": "C6H13N", "method": "ωB97M-V with the def2-TZVPD basis set", "spin_multiplicity": 2, "s_squared": 0.7565, "total_charge": 1, "homo_energy_ev": [-12.740, -12.948], "lumo_energy_ev": [-7.6, -7.7], "elements": ["C", "C", "C", "C", "C", "C", "N", "H", "H", "H", "H", "H", "H", "H", "H", "H", "H", "H", "H", "H"], "positions_angstrom": [[-1.722, -0.108, -0.437], [-0.850, 0.908, 0.297], [-0.694, -0.626, 0.506], [3.210, -0.592, -0.865], [2.759, 0.450, -0.132], [1.938, 0.540, 0.970], [-3.082, -0.392, -0.308], [-6.014, -0.538, -1.127], [-1.457, -0.141, -1.495], [-1.346, 1.460, 1.079], [-0.138, 1.412, -0.334], [0.171, -1.127, 0.088], [-1.111, -1.053, 1.404], [-6.247, -0.676, -0.431], [2.983, -1.648, -0.753], [3.876, -0.330, -1.672], [3.118, 1.421, -0.466], [1.804, 1.509, 1.430], [1.642, -0.349, 1.500], [-3.502, 0.016, 0.516]], "atomic_forces_ev_per_a": [[0.0563, 0.1981, -1.7443], [-0.4508, -1.0393, 0.5951], [0.0773, 0.4622, -0.0796], [-0.0393, -0.6832, -0.0446], [0.1690, 1.9853, -0.5451], [0.4434, -0.9817, 0.5810], [0.1513, 0.0953, -0.0255], [-0.0574, -0.0402, 0.2161], [0.1947, -0.3273, 0.1914], [0.2528, 0.1790, 0.1640], [-0.0406, 0.2731, -0.1023], [-0.2712, -0.1148, -0.0257], [0.2051, 0.0324, 0.2751], [0.0258, 0.0409, -0.2058], [-0.2016, 0.1014, 0.2608], [0.1942, -0.1982, -0.1782], [-0.0125, -0.0898, -0.1142], [-0.3345, -0.0193, 0.0186], [-0.3119, -0.0308, 0.2056], [-0.0501, 0.1569, 0.5576]]}

# 7
{"formula": "C6H13N2", "method": "ωB97M-V with the def2-TZVPD basis set", "total_charge": 1, "homo_energy_ev": [-10.412, -10.406], "lumo_energy_ev": [-4.1, -4.1], "elements": ["C", "C", "C", "C", "C", "C", "N", "N", "H", "H", "H", "H", "H", "H", "H", "H", "H", "H", "H", "H", "H"], "positions_angstrom": [[1.038, 0.106, 0.051], [1.140, -1.281, 0.091], [2.315, 0.834, -0.102], [-0.078, 0.976, 0.144], [-0.063, -2.199, -0.054], [-2.506, 1.160, -0.312], [3.465, 0.226, -0.109], [-1.389, 0.549, 0.490], [2.074, -1.623, -0.100], [2.097, 1.939, -0.161], [-0.028, 2.015, 0.089], [-0.740, -2.313, 0.871], [0.207, -3.193, -0.115], [-0.481, -1.956, -0.917], [-2.147, 1.416, -1.330], [-3.512, 0.722, -0.265], [-2.614, 2.179, 0.137], [3.502, -0.763, 0.239], [4.324, 0.828, -0.047], [-1.497, -0.499, 0.176], [-1.567, 0.554, 1.587]], "atomic_forces_ev_per_a": [[0.6553, -0.0314, 0.1487], [-3.1010, 1.4967, 0.4884], [-2.8498, -0.0803, 0.3920], [1.0630, -0.6763, -0.3639], [1.7324, 0.4706, 5.2993], [0.0960, 3.4225, 0.5182], [1.3231, 1.1233, 1.0297], [-2.0378, -4.3611, 0.8046], [2.2878, -1.6669, -0.4660], [1.4456, -1.1164, -0.2201], [0.4441, 1.5258, -0.0944], [0.5068, 0.9185, -1.3328], [1.0483, -2.1437, -0.4975], [-2.7934, 0.9990, -3.7584], [-0.1779, -0.9374, 0.5639], [0.7760, -0.5678, 0.1163], [-0.1795, -0.6551, -0.3372], [0.1831, 1.4063, -0.7047], [-1.0832, -1.2202, -0.2545], [0.6630, 2.0220, 1.3352], [-0.0020, 0.0719, -2.6669]]}

# 8
{"formula": "C6H13N2", "method": "ωB97M-V with the def2-TZVPD basis set", "total_charge": 1, "homo_energy_ev": -15.102, "lumo_energy_ev": -4.9, "elements": ["C", "C", "C", "C", "C", "C", "N", "N", "H", "H", "H", "H", "H", "H", "H", "H", "H", "H", "H", "H", "H"], "positions_angstrom": [[0.130, -1.202, 0.512], [-0.605, -1.825, -0.755], [-1.747, -0.839, -0.906], [1.367, -1.782, 0.938], [-1.767, 1.528, -0.119], [1.671, 2.352, 0.301], [-1.328, 0.343, -0.112], [-0.369, -0.092, 0.833], [0.207, -1.895, -1.531], [-1.005, -2.809, -0.487], [-1.858, -0.329, -1.905], [-2.764, -1.186, -0.654], [1.415, -1.922, 2.008], [2.276, -1.213, 0.482], [1.408, -2.765, 0.577], [-1.419, 2.350, 0.527], [2.359, 1.588, 0.231], [-2.475, 1.792, -0.941], [1.927, 2.870, 1.213], [0.640, 2.026, 0.294], [1.937, 3.012, -0.507]], "atomic_forces_ev_per_a": [[-2.1877, -0.4409, -3.5952], [0.9752, 0.4112, 1.3684], [-0.5501, 1.6465, -3.0354], [2.1307, 0.6523, 0.6261], [-0.6887, 1.1427, -1.3385], [-0.4696, 1.7350, 0.1737], [0.2427, -2.0016, 2.2596], [0.3638, 2.3443, 1.2532], [-1.2743, 0.1010, 0.3124], [0.3886, 0.0550, -0.2558], [0.1245, -1.2805, 0.4436], [0.6968, 0.1065, 0.4483], [0.4072, 0.6268, 0.4431], [-1.6304, -0.7653, 1.0881], [0.2196, -1.4687, -0.8000], [-0.0267, -0.9589, -0.0324], [1.1846, -2.2142, -0.1306], [0.4957, -0.3465, 0.8617], [-0.2981, 0.2139, 0.3961], [0.2760, 0.0409, -0.0551], [-0.3798, 0.4004, -0.4315]]}

# 9
{"formula": "C6H13N2O2S", "method": "ωB97M-V with the def2-TZVPD basis set", "total_charge": 1, "homo_energy_ev": [-12.688, -12.689], "lumo_energy_ev": [-3.8, -3.8], "elements": ["C", "C", "C", "C", "C", "C", "N", "N", "O", "O", "S", "H", "H", "H", "H", "H", "H", "H", "H", "H", "H", "H", "H", "H"], "positions_angstrom": [[1.292, 1.421, -0.181], [-0.174, 0.490, -2.055], [0.050, -0.624, -1.071], [0.234, 0.369, -3.493], [-1.009, -1.322, 2.509], [-0.859, -0.779, 0.130], [0.906, 0.521, -1.106], [-0.112, -1.154, 1.352], [1.457, 2.584, -0.296], [0.607, 1.876, 2.678], [1.866, 1.019, 2.068], [-1.009, 1.158, -1.864], [0.503, -1.540, -1.439], [0.350, 1.364, -3.920], [-0.526, -0.170, -4.056], [1.181, -0.158, -3.582], [-1.430, -0.356, 2.784], [-1.821, -2.011, 2.271], [-0.452, -1.712, 3.358], [-1.613, -1.543, -0.081], [-1.370, 0.165, 0.337], [0.665, -0.367, 1.622], [0.401, -2.024, 1.190], [0.861, 2.792, 2.846]], "atomic_forces_ev_per_a": [[0.4529, 1.3832, 1.0976], [-0.2405, 0.1660, -0.3827], [-0.1667, -0.3176, 0.5224], [-0.0919, -0.0792, -0.0393], [-0.3751, -0.1008, 0.5787], [-0.1636, 0.2499, -0.6991], [1.1635, -0.1859, 1.2877], [0.5969, 0.3094, 0.1444], [-0.3095, -0.3948, -0.1551], [-0.2113, -0.0067, 0.0753], [-0.4308, -0.2610, -2.0573], [0.0094, -0.0426, 0.1969], [0.0042, 0.0210, -0.0364], [0.0042, -0.0069, -0.0497], [-0.0427, 0.0440, -0.0512], [0.0186, -0.0461, 0.0074], [0.0752, 0.0066, -0.0946], [0.1133, 0.0221, -0.0725], [0.0826, 0.0320, -0.0549], [0.0608, 0.0667, 0.1487], [0.0364, -0.0727, 0.0439], [-0.7002, -0.9949, -0.2998], [-0.0192, 0.1246, 0.0138], [0.1336, 0.0836, -0.1242]]}

# 10
{"formula": "C6H13N2P", "method": "ωB97M-V with the def2-TZVPD basis set", "total_charge": 2, "homo_energy_ev": -18.273, "lumo_energy_ev": -9.0, "elements": ["C", "N", "C", "P", "C", "C", "N", "C", "C", "H", "H", "H", "H", "H", "H", "H", "H", "H", "H", "H", "H", "H"], "positions_angstrom": [[1.826, 1.263, 0.061], [2.965, 0.973, 0.377], [3.462, -0.290, 0.257], [2.117, -1.551, -0.469], [0.855, -0.530, -0.616], [-0.535, -0.420, -1.047], [-1.457, 0.431, 0.037], [-2.814, 0.479, -0.483], [-1.435, -0.079, 1.386], [1.363, 2.237, -0.011], [4.273, -0.177, -0.507], [3.686, -0.597, 1.326], [2.338, -2.920, -0.562], [-1.040, -1.477, -1.176], [-0.467, 0.204, -1.960], [-1.159, 1.438, 0.126], [-3.304, -0.481, -0.658], [-3.293, 1.023, 0.310], [-2.967, 1.017, -1.511], [-2.111, 0.538, 1.839], [-1.852, -1.115, 1.510], [-0.452, 0.036, 1.773]], "atomic_forces_ev_per_a": [[-0.3774, -1.5927, -0.8507], [-2.1770, 0.7791, -0.4954], [1.6928, -1.7236, 0.6158], [0.1140, 3.1271, 0.7121], [1.4586, 1.2831, 1.3398], [-1.2409, -0.4893, 0.8094], [2.2397, -0.6987, -3.4101], [-1.8803, 1.1776, -2.2397], [0.2038, -2.5559, -0.1336], [-0.4801, -0.0778, -0.0178], [-0.0456, -0.9437, 1.0680], [0.6122, -0.3316, -1.5369], [-0.2146, -0.2909, -0.1850], [0.5750, 2.4073, 0.1537], [-0.7718, -0.5027, 0.2231], [0.1173, -1.2683, -0.6126], [0.5018, -0.2193, 0.5731], [-1.1322, 0.2685, -0.1442], [0.8746, -0.6202, 2.0528], [-1.4873, 1.5697, 2.0414], [0.6901, 0.8268, -0.5528], [0.7274, -0.1245, 0.5898]]}

Going through the records in order, we get energy relative to the best compared isomer or geometry (same formula, charge and spin) values of 0.8642, 0.8895, 0.9599, 2.1704, 8.0077, 6.1935, 4.4370, 2.7213, 1.1645, 3.1083 eV.
Going through the records in order, we get F_max values of 0.004, 0.005, 0.058, 0.070, 0.042, 0.040, 0.109, 0.082, 0.041, 0.080 hartree/bohr.